[1]
{
  "formula": "C5H12N3",
  "method": "ωB97M-V/def2-TZVPD",
  "elements": ["C", "C", "N", "N", "H", "H", "H", "H", "H", "H", "H", "C", "C", "C", "N", "H", "H", "H", "H", "H"],
  "xyz": [[-0.991, 0.747, 1.678], [-1.725, 1.196, 0.653], [-2.980, 0.756, 0.337], [0.379, 1.246, 1.838], [-1.287, -0.021, 2.373], [-1.329, 2.010, 0.054], [-3.203, 0.847, -0.638], [-3.254, -0.129, 0.721], [0.972, 0.748, 1.147], [0.821, 1.005, 2.724], [0.510, 2.232, 1.592], [1.823, -1.400, -0.572], [0.771, -2.207, -0.384], [1.295, -0.332, -2.531], [1.731, -0.232, -1.349], [2.768, -1.545, -0.065], [-0.188, -1.924, -0.796], [0.824, -3.063, 0.273], [1.171, 0.540, -3.162], [1.063, -1.317, -2.944]],
  "forces_ev_per_a": [[-0.548, 0.155, -0.055], [0.051, -0.271, 0.530], [0.635, 0.350, -0.243], [1.087, -0.732, -1.238], [0.109, -0.054, 0.013], [-0.122, -0.081, -0.216], [-0.328, 0.120, -0.087], [-0.164, -0.205, 0.163], [-0.071, 0.085, 0.064], [-0.354, 0.444, 0.300], [-0.190, 0.053, 0.513], [-0.752, -0.309, 0.060], [0.418, 0.530, 0.380], [0.085, -0.429, 0.025], [0.065, 0.486, 0.230], [0.117, -0.083, -0.117], [-0.052, -0.209, -0.161], [0.028, -0.056, -0.068], [-0.020, 0.130, 0.082], [0.005, 0.076, -0.175]],
  "nbo_charge": [-0.22, 0.06, -0.76, -0.68, 0.23, 0.21, 0.40, 0.40, 0.45, 0.45, 0.45, -0.06, -0.44, -0.02, -0.46, 0.21, 0.20, 0.22, 0.19, 0.17],
  "charge": 1,
  "homo_energy_ev": -12.64,
  "homo_lumo_gap_ev": 9.407,
  "e_above_lowest_kj_mol": 269.4,
  "lumo_ev": -3.24
}

[2]
{
  "formula": "C3H7NS2",
  "method": "ωB97M-V/def2-TZVPD",
  "elements": ["C", "C", "C", "H", "H", "H", "H", "H", "H", "H", "N", "S", "S"],
  "xyz": [[0.793, 0.356, -0.487], [-0.183, -0.304, 0.416], [-1.611, 0.116, 0.188], [2.421, -0.170, 1.327], [3.054, 0.528, -0.600], [0.822, 1.629, -0.208], [0.778, 0.349, -1.824], [0.298, -0.178, 1.610], [-0.171, -1.419, 0.354], [-3.489, -0.905, -0.633], [2.092, -0.196, -0.041], [-2.415, -1.397, -0.124], [-2.388, 1.590, 0.021]],
  "forces_ev_per_a": [[2.698, 4.623, -0.882], [0.533, -0.430, 3.168], [-1.297, 0.783, -0.442], [-1.695, 0.539, -5.290], [-3.887, -2.867, 2.504], [-0.751, -3.567, -1.048], [-0.350, -0.540, 4.369], [-1.804, 0.227, -3.318], [0.429, 0.820, -0.297], [-1.551, 0.596, -0.430], [5.458, 1.992, 0.914], [0.738, -0.558, 0.339], [1.481, -1.619, 0.413]],
  "nbo_charge": [-0.23, -0.53, -0.24, 0.35, 0.36, 0.19, 0.24, 0.24, 0.23, 0.13, -0.86, 0.12, 0.00],
  "charge": 0,
  "homo_energy_ev": -8.72,
  "homo_lumo_gap_ev": 8.229,
  "e_above_lowest_kj_mol": 556.3,
  "lumo_ev": -0.49
}

[3]
{
  "formula": "C6H4FN",
  "method": "ωB97M-V/def2-TZVPD",
  "elements": ["N", "C", "C", "C", "C", "C", "F", "C", "H", "H", "H", "H"],
  "xyz": [[-3.368, -0.404, -0.003], [-2.222, -0.174, -0.003], [-0.811, 0.093, -0.002], [-0.244, 1.322, -0.006], [1.187, 1.181, 0.007], [1.498, -0.105, 0.012], [2.687, -0.706, -0.004], [0.230, -0.975, -0.005], [-0.771, 2.311, 0.045], [1.930, 2.036, -0.058], [0.240, -1.629, -0.851], [0.166, -1.589, 0.900]],
  "forces_ev_per_a": [[2.162, 0.415, 0.000], [-1.713, -0.330, 0.031], [-0.926, 0.408, -0.300], [-1.098, 0.579, 0.333], [2.223, 2.191, -0.335], [-1.017, -1.761, -0.030], [-0.128, 0.424, 0.008], [1.251, 1.003, 0.960], [0.505, -1.264, -0.165], [-1.115, -1.272, 0.228], [-0.189, -0.398, -0.653], [0.046, 0.004, -0.077]],
  "nbo_charge": [-0.31, 0.27, -0.15, -0.12, -0.35, 0.47, -0.30, -0.50, 0.24, 0.24, 0.26, 0.26],
  "charge": 0,
  "homo_energy_ev": -9.17,
  "homo_lumo_gap_ev": 9.253,
  "e_above_lowest_kj_mol": 15.9,
  "smiles": "N#CC1=CC=C(F)C1",
  "lumo_ev": 0.08
}

[4]
{
  "formula": "C18H45Hg2NO18",
  "method": "ωB97M-V/def2-TZVPD",
  "elements": ["Hg", "Hg", "C", "O", "O", "O", "C", "O", "O", "O", "C", "C", "O", "O", "H", "H", "H", "H", "H", "H", "C", "C", "O", "O", "H", "H", "H", "H", "H", "H", "C", "C", "O", "O", "H", "H", "H", "H", "H", "H", "C", "C", "O", "O", "H", "H", "H", "H", "H", "H", "C", "C", "O", "O", "H", "H", "H", "H", "H", "H", "C", "O", "C", "C", "N", "C", "C", "O", "C", "H", "H", "H", "H", "H", "H", "H", "H", "H", "H", "H", "H", "H", "H", "H"],
  "xyz": [[-0.748, 0.423, -1.945], [2.417, -1.270, -0.580], [0.196, -0.069, 0.602], [0.852, -0.912, 1.174], [-1.009, -0.085, 0.434], [0.878, 0.531, -0.219], [0.431, -2.011, -2.665], [-0.806, -1.872, -2.655], [0.911, -2.890, -1.923], [1.100, -1.001, -2.578], [0.064, -1.178, 4.433], [-0.071, -0.762, 5.916], [1.163, -1.064, 6.528], [1.248, -0.504, 3.886], [-0.849, -0.908, 3.902], [0.231, -2.254, 4.400], [-0.861, -1.312, 6.427], [-0.241, 0.312, 5.990], [1.873, -0.553, 6.133], [1.024, -0.606, 2.958], [2.223, 2.250, 2.291], [2.893, 3.188, 3.301], [2.439, 4.487, 3.124], [2.525, 2.715, 0.996], [1.135, 2.200, 2.346], [2.602, 1.255, 2.522], [3.943, 3.281, 3.023], [2.736, 2.739, 4.281], [2.958, 5.120, 3.624], [2.161, 2.062, 0.394], [-4.168, 0.609, -1.258], [-4.378, 0.379, 0.274], [-3.352, 0.945, 1.029], [-3.038, -0.142, -1.715], [-4.111, 1.673, -1.487], [-4.956, 0.158, -1.861], [-4.446, -0.683, 0.510], [-5.306, 0.797, 0.663], [-2.508, 0.544, 0.810], [-3.355, -1.029, -1.902], [-1.087, -4.395, 1.963], [-1.919, -3.635, 0.872], [-2.327, -2.392, 1.276], [0.207, -3.736, 2.047], [-0.811, -5.428, 1.754], [-1.649, -4.326, 2.895], [-2.772, -4.253, 0.593], [-1.335, -3.427, -0.024], [-1.724, -1.721, 0.949], [0.060, -2.811, 1.837], [3.114, -4.569, 0.141], [4.231, -4.281, -0.796], [4.135, -3.023, -1.534], [2.744, -3.328, 0.802], [3.284, -5.349, 0.883], [2.221, -4.958, -0.349], [4.477, -5.136, -1.426], [5.098, -4.178, -0.144], [4.973, -2.882, -1.982], [1.986, -3.568, 1.340], [1.730, 3.008, -2.599], [0.821, 2.020, -3.171], [0.465, 2.407, -4.520], [-0.567, 1.319, -4.975], [-1.626, 1.148, -3.947], [-2.486, 2.280, -3.674], [-1.912, 3.265, -2.588], [-1.455, 2.645, -1.396], [-1.463, 3.374, -0.165], [2.680, 3.117, -3.122], [1.974, 2.705, -1.581], [1.186, 3.950, -2.529], [1.324, 2.629, -5.153], [-0.050, 3.351, -4.701], [-0.036, 0.372, -5.073], [-0.854, 1.619, -5.982], [-2.146, 0.363, -4.312], [-3.451, 1.896, -3.342], [-2.657, 2.806, -4.613], [-2.726, 3.916, -2.269], [-1.166, 3.928, -3.026], [-0.775, 2.862, 0.508], [-2.435, 3.477, 0.317], [-1.082, 4.375, -0.366]],
  "forces_ev_per_a": [[1.706, -1.484, 0.295], [1.101, -0.060, -0.902], [0.992, -1.431, -1.704], [1.122, -4.483, 6.204], [-5.842, 0.111, 0.934], [2.467, 6.367, -4.259], [-0.865, -1.857, 6.513], [-5.463, 0.090, -2.963], [1.522, -5.822, 0.089], [4.113, 7.938, -3.431], [0.600, 0.726, 1.174], [0.984, 0.005, -1.487], [0.175, -0.440, 1.332], [-1.839, -0.584, 1.232], [0.034, 0.007, -0.328], [-0.119, -0.107, -0.122], [0.076, -0.031, -0.009], [-0.349, 0.155, -0.062], [-0.206, 0.051, -0.445], [0.740, 0.138, -1.332], [0.284, 0.627, 0.224], [0.253, -0.878, -1.218], [-1.527, 1.465, 0.258], [0.592, 0.144, -0.180], [-0.196, 0.127, 0.738], [0.113, -0.218, -0.298], [0.425, -1.024, 0.299], [0.068, 0.317, 0.362], [0.087, -0.235, 0.054], [-0.259, -0.535, -0.301], [-0.798, -1.380, 0.956], [0.240, 0.036, -0.385], [-0.863, 1.018, 0.260], [-0.545, 0.757, 0.086], [0.474, -0.115, 0.094], [-0.881, 0.491, 0.319], [0.072, -0.418, -0.412], [-0.222, 0.331, -0.421], [0.918, -0.488, -0.137], [0.505, -0.324, 0.043], [0.808, 1.491, -1.202], [1.053, -1.582, -0.556], [-1.291, 0.741, 1.524], [-0.664, -0.737, 0.594], [-0.567, -0.066, -0.279], [0.126, 0.011, 0.299], [-0.285, -0.044, 0.024], [0.474, -0.976, -0.274], [0.360, 0.766, -0.225], [0.195, 0.793, -0.078], [-2.455, 1.070, 0.005], [1.939, 0.718, 0.232], [-0.521, -1.703, 0.381], [1.066, -1.458, -0.115], [1.028, 0.044, 0.088], [-0.141, 0.325, -0.612], [-0.452, -0.029, -0.368], [0.392, 0.108, 0.101], [0.111, -0.002, 0.029], [-0.686, 0.199, 0.307], [-0.896, -0.725, 0.599], [1.194, 2.451, -1.495], [-0.973, -1.328, 0.621], [2.041, 0.829, 0.455], [0.679, -0.151, -1.672], [0.314, 0.414, 0.568], [-0.957, 0.378, 0.335], [-0.341, -0.468, -0.496], [0.465, 0.505, -0.425], [-0.187, -0.116, -0.471], [-0.217, -0.220, -0.148], [0.178, 0.294, -0.126], [0.470, -1.179, -0.164], [-0.414, 0.628, 1.235], [-0.156, -0.147, 0.265], [-0.855, 0.032, -0.065], [-0.383, -0.245, 0.568], [0.183, 0.020, 0.010], [-0.110, 0.627, 0.051], [-0.390, 0.197, -0.338], [0.352, -0.158, 0.091], [-0.102, -0.063, -0.137], [-0.258, -0.394, -0.297], [0.183, 0.163, 0.093]],
  "lowdin_charge": [1.29, 1.11, -1.06, -0.09, -0.06, -0.19, -1.07, -0.13, -0.12, -0.21, -0.20, -0.25, -0.08, -0.09, 0.12, 0.11, 0.11, 0.11, 0.07, 0.01, -0.25, -0.26, -0.06, -0.08, 0.12, 0.11, 0.12, 0.11, 0.08, 0.03, -0.19, -0.24, -0.07, -0.14, 0.10, 0.12, 0.11, 0.11, 0.01, 0.11, -0.16, -0.26, -0.06, -0.11, 0.11, 0.10, 0.11, 0.12, 0.04, 0.04, -0.23, -0.22, -0.16, -0.16, 0.12, 0.11, 0.11, 0.11, 0.08, 0.04, -0.04, -0.25, -0.20, -0.15, -0.12, -0.16, -0.18, -0.28, -0.05, 0.09, 0.07, 0.08, 0.12, 0.10, 0.12, 0.11, 0.12, 0.09, 0.12, 0.12, 0.10, 0.09, 0.09, 0.09],
  "charge": -1,
  "multiplicity": 2,
  "homo_energy_ev": [-2.53, -3.51],
  "homo_lumo_gap_ev": [4.709, 5.694],
  "lumo_ev": [2.18, 2.18]
}